# 1
C6H10O | the ωB97M-V functional and the def2-TZVPD basis

Cartesian coordinates (Å):
O  -0.45  1.24  -1.77
C  -0.12  -0.10  -1.39
C  -1.14  -0.89  -0.59
C  -1.22  -0.91  0.75
C  -0.27  -0.17  1.65
C  0.69  0.69  0.82
C  1.11  0.10  -0.53
H  0.46  1.64  -1.77
H  0.11  -0.69  -2.30
H  -1.78  -1.55  -1.16
H  -1.99  -1.52  1.23
H  0.28  -0.90  2.27
H  -0.81  0.46  2.37
H  0.19  1.63  0.58
H  1.60  0.90  1.38
H  1.68  0.95  -1.10
H  1.65  -0.86  -0.43

Spin multiplicity: 1
Relative energy (zero: lowest compared OMol25 entry of this formula, charge and spin), kcal/mol: 16.8
Total charge: 0
SMILES: O[C@@H]1C=CCCC1
E_HOMO, eV: -9.53



# 2
C3H6N3 | the ωB97M-V functional and the def2-TZVPD basis

Cartesian coordinates (Å):
C  2.39  0.00  -0.42
C  0.63  0.73  0.89
C  -1.69  0.25  0.10
N  1.91  0.55  0.67
N  1.56  -0.40  -1.28
N  -0.33  0.52  0.11
H  3.47  -0.24  -0.47
H  0.49  1.10  1.93
H  -2.11  0.00  -0.85
H  -1.91  -0.51  0.82
H  -2.20  1.10  0.41
H  0.79  -0.20  -1.79

Spin multiplicity: 1
Relative energy (zero: lowest compared OMol25 entry of this formula, charge and spin), kcal/mol: 121.1
Total charge: +1
E_HOMO (spin up / spin down), eV: -15.23 / -15.23



# 3
C19H15AsClHgN4O8S | the ωB97M-V functional and the def2-TZVPD basis

Cartesian coordinates (Å):
Hg  -0.07  0.06  0.18
O  1.51  -2.43  2.77
As  0.48  -0.92  3.13
O  0.04  -1.29  4.64
O  -0.55  -1.02  1.84
C  1.94  0.35  2.84
C  3.26  0.00  3.07
C  4.27  0.91  2.81
C  3.97  2.16  2.30
C  2.64  2.52  2.08
C  1.65  1.60  2.36
S  -0.09  2.05  2.44
O  -0.57  1.26  3.56
O  -0.11  3.48  2.72
O  -0.76  1.75  1.17
H  1.62  -2.41  1.82
H  3.48  -0.99  3.47
H  5.31  0.66  3.02
H  4.76  2.86  2.08
H  2.36  3.50  1.74
Cl  2.74  1.55  -6.32
C  2.27  1.52  -4.64
C  1.66  2.65  -4.09
C  1.30  2.63  -2.75
C  1.50  1.48  -1.93
O  1.18  1.50  -0.70
C  2.11  0.33  -2.55
C  2.31  -0.86  -1.81
O  2.02  -1.09  -0.62
C  2.49  0.39  -3.90
H  1.48  3.52  -4.70
H  0.83  3.49  -2.30
H  2.81  -1.68  -2.38
H  2.95  -0.48  -4.35
N  -3.51  -0.03  -2.54
C  -3.58  1.34  -2.30
C  -2.52  1.64  -1.50
N  -1.77  0.54  -1.25
C  -2.37  -0.48  -1.90
C  -1.86  -1.78  -1.86
N  -0.71  -2.08  -1.24
C  -0.55  -3.41  -1.39
C  -1.58  -3.96  -2.10
N  -2.42  -2.91  -2.44
H  -4.04  -0.54  -3.22
H  -4.39  1.92  -2.69
H  -2.23  2.59  -1.10
H  0.31  -3.91  -0.98
H  -1.80  -4.96  -2.41
H  -3.38  -3.00  -2.72

Spin multiplicity: 2
Relative energy (zero: lowest compared OMol25 entry of this formula, charge and spin), kcal/mol: 33.4
Total charge: -2
⟨S²⟩: 0.777
E_HOMO (spin up / spin down), eV: 1.64 / -1.28



# 4
C9H17O2PS | the ωB97M-V functional and the def2-TZVPD basis

Cartesian coordinates (Å):
C  -1.49  -0.84  -0.06
C  -2.00  0.39  0.09
C  -0.05  -1.07  0.32
C  -1.14  1.49  0.59
C  0.88  -0.29  -0.57
C  -2.25  -2.00  -0.61
C  -3.41  0.76  -0.28
C  3.53  0.68  -1.25
C  2.82  0.33  1.55
O  3.11  -1.83  -0.15
O  1.25  2.59  0.14
P  2.64  -0.44  -0.10
S  0.26  1.81  -0.60
H  0.12  -0.77  1.36
H  0.20  -2.13  0.24
H  -1.68  2.43  0.68
H  -0.66  1.27  1.55
H  0.75  -0.54  -1.63
H  -1.56  -2.73  -1.04
H  -2.95  -1.69  -1.38
H  -2.81  -2.50  0.18
H  -4.07  -0.10  -0.22
H  -3.44  1.15  -1.30
H  -3.79  1.53  0.39
H  4.59  0.58  -1.03
H  3.35  0.35  -2.27
H  3.22  1.71  -1.12
H  2.40  1.33  1.57
H  2.34  -0.31  2.29
H  3.89  0.37  1.77

Spin multiplicity: 1
Relative energy (zero: lowest compared OMol25 entry of this formula, charge and spin), kcal/mol: 0.0
Total charge: 0
E_HOMO, eV: -8.81